Arrangement a

C2H5O3P | ωB97M-V with the def2-TZVPD basis set

The net charge is 0. The calculation puts the HOMO-LUMO gap at 11.04 eV. The HOMO energy is -10.22 eV.

Cartesian coordinates (Å):
P  1.517  0.015  0.390
O  2.715  0.132  -0.327
O  0.538  -1.063  -0.205
O  0.125  1.479  0.154
C  -0.801  -0.740  0.043
C  -0.862  0.775  -0.476
H  -0.699  0.564  -1.475
H  -1.289  -1.421  -0.522
H  -1.005  -0.972  1.046
H  1.568  -0.081  1.681
H  -1.805  1.311  -0.309

=====

Arrangement b

C2H5O3P | ωB97M-V with the def2-TZVPD basis set

The net charge is 0. The calculation puts the HOMO-LUMO gap at 11.22 eV. As for the SMILES: CP(=O)=O.C=O. The HOMO energy is -10.85 eV.

Cartesian coordinates (Å):
P  -1.246  0.852  -0.069
O  -1.853  1.057  1.215
O  -1.004  1.901  -1.052
O  1.813  0.296  0.415
C  -1.044  -0.932  -0.437
C  2.528  0.986  -0.263
H  -0.145  -1.031  -1.079
H  -0.982  -1.462  0.458
H  2.133  1.897  -0.730
H  3.591  0.768  -0.239
H  -2.066  -1.259  -0.835

=====

On energetic grounds, arrangement b is preferred over the next structure by 63.8 kJ/mol.

=====

Arrangement a

C50H47As2Cl3GeN4O5Rb | ωB97M-V with the def2-TZVPD basis set

The net charge is 0. The expectation value of S² is 0.75. The calculation puts the HOMO-LUMO gap (spin up / spin down) at 8.14 / 5.25 eV. As for the spin multiplicity: 2. The HOMO energy (spin up / spin down) is -7.76 / -7.75 eV.

Cartesian coordinates (Å):
Rb  0.449  1.408  -0.951
As  -3.357  0.085  -1.945
As  -1.872  -2.483  1.131
Ge  1.133  1.072  -4.333
Cl  -1.248  1.259  -3.937
Cl  1.312  -1.108  -3.438
Cl  0.968  0.593  -6.509
O  -1.106  3.266  1.213
O  -0.764  5.728  -4.998
O  -2.197  1.915  -0.200
O  3.121  1.495  -0.422
O  0.586  4.251  -3.994
N  -1.175  4.138  -1.860
N  0.210  0.540  2.140
N  6.236  0.288  0.456
N  5.111  1.087  0.689
C  -3.050  6.154  -1.569
C  -4.546  -1.509  -5.643
C  -5.964  0.566  -0.882
C  -3.655  -4.546  2.085
C  4.320  4.087  2.682
C  -6.913  0.720  0.115
C  -1.787  -5.423  0.858
C  -0.390  4.948  -3.966
C  4.159  0.855  -0.291
C  -1.319  5.072  -2.795
C  -1.756  3.040  0.183
C  6.641  4.156  2.079
C  -3.934  -0.731  -4.670
C  -2.471  -4.332  1.388
C  1.204  1.653  4.052
C  4.174  2.877  2.024
C  3.402  -0.028  3.900
C  -5.269  -1.824  -2.978
C  1.265  0.692  3.041
C  2.382  -0.140  2.969
C  -5.866  -2.601  -3.957
C  4.689  -0.228  -1.095
C  -4.265  0.181  0.797
C  -2.901  5.193  -0.590
C  -1.916  -1.150  -1.519
C  6.838  -1.630  -1.009
C  2.794  -3.343  1.001
C  0.046  -2.839  0.996
C  3.338  0.922  4.909
C  0.804  -2.629  -0.151
C  -2.251  6.092  -2.707
C  -1.958  4.185  -0.792
C  -3.471  -6.912  1.713
C  2.176  -2.869  -0.145
C  -5.508  -2.442  -5.288
C  5.550  4.728  2.718
C  -2.285  -6.707  1.021
C  -4.644  0.272  -0.540
C  6.782  -0.314  1.668
C  -4.156  -5.831  2.245
C  5.269  2.319  1.378
C  2.234  1.763  4.971
C  -2.323  -2.443  -0.800
C  5.900  -0.550  -0.596
C  6.504  2.956  1.400
C  2.042  -3.561  2.149
C  0.684  -3.292  2.151
C  -6.544  0.585  1.447
C  -5.225  0.319  1.786
C  -4.296  -0.888  -3.336
H  -6.246  0.670  -1.922
H  6.907  -2.407  -0.245
H  4.139  1.015  5.630
H  -3.175  -0.012  -4.943
H  0.108  -3.445  3.058
H  -5.078  -5.988  2.791
H  -5.559  -1.955  -1.944
H  -0.117  5.582  -5.704
H  -3.230  0.027  1.062
H  -4.187  -3.702  2.511
H  0.345  2.312  4.102
H  0.506  0.059  1.301
H  4.259  -0.688  3.831
H  -4.264  -1.386  -6.680
H  -5.979  -3.049  -6.050
H  -7.288  0.703  2.225
H  -3.779  6.945  -1.456
H  -3.400  -2.619  -0.859
H  4.188  -0.638  -1.956
H  6.483  -2.088  -1.929
H  -1.745  -7.550  0.607
H  0.358  -2.295  -1.079
H  -6.612  -3.334  -3.677
H  -1.838  -3.292  -1.284
H  -3.857  -7.915  1.840
H  2.518  -3.922  3.053
H  6.089  -1.045  2.098
H  -0.856  -5.272  0.324
H  -1.525  -1.358  -2.519
H  3.859  -3.539  1.001
H  -4.934  0.235  2.825
H  7.342  2.515  0.877
H  -1.111  -0.627  -1.013
H  -0.325  1.389  1.963
H  7.603  4.651  2.096
H  5.659  5.669  3.241
H  2.175  2.516  5.747
H  -7.937  0.946  -0.148
H  7.727  -0.796  1.425
H  -3.497  5.207  0.312
H  3.463  4.519  3.181
H  2.742  -2.690  -1.050
H  -2.344  6.816  -3.502
H  3.223  2.366  2.015
H  7.839  -1.233  -1.176
H  2.441  -0.875  2.174
H  6.972  0.472  2.396

=====

Arrangement b

C50H47As2Cl3GeN4O5Rb | ωB97M-V with the def2-TZVPD basis set

The net charge is 0. The expectation value of S² is 0.75. The calculation puts the HOMO-LUMO gap (spin up / spin down) at 6.82 / 7.11 eV. As for the spin multiplicity: 2. The HOMO energy (spin up / spin down) is -7.08 / -8.01 eV.

Cartesian coordinates (Å):
Rb  -0.261  -0.317  -0.237
As  1.537  3.015  1.512
As  -2.344  3.441  0.216
Ge  0.796  0.178  -3.364
Cl  -1.299  0.986  -2.747
Cl  0.365  -1.056  -5.170
Cl  1.771  1.956  -4.177
O  2.024  0.463  -1.258
O  0.429  -2.029  2.602
O  -1.485  -2.461  -1.164
O  2.085  -2.639  3.975
O  2.633  -1.106  -2.693
N  2.277  -1.511  0.636
N  -2.370  -5.730  -0.500
N  -4.554  -1.907  0.779
N  -1.971  -4.707  -1.366
C  -1.843  -3.934  0.745
C  3.139  -1.400  -0.368
C  -2.541  4.699  1.709
C  -4.818  0.442  1.320
C  -5.829  4.690  -1.724
C  -1.691  -4.013  -3.666
C  0.153  1.196  5.017
C  4.811  -2.597  0.824
C  -4.865  -1.197  3.075
C  -2.929  6.415  3.878
C  4.411  -1.956  -0.334
C  -5.058  1.435  2.254
C  -3.143  5.344  -1.939
C  -5.100  -0.195  4.003
C  -2.148  -3.963  -4.973
C  0.183  6.473  3.612
C  1.681  5.876  1.363
C  -5.199  1.131  3.601
C  0.381  5.149  3.241
C  -4.080  5.976  -2.746
C  1.471  7.199  1.722
C  0.723  7.500  2.853
C  -5.425  5.652  -2.639
C  -2.429  -4.705  -2.714
C  2.598  -0.613  -1.544
C  1.130  4.837  2.113
C  -2.823  5.048  4.085
C  -1.513  0.642  3.385
C  -4.726  -0.892  1.718
C  0.865  1.891  4.050
C  -2.337  -6.140  1.954
C  -3.316  -4.620  -5.334
C  -2.830  6.928  2.592
C  -1.045  0.574  4.686
C  2.659  -2.154  1.732
C  -1.732  -3.544  -0.645
C  -0.794  1.343  2.424
C  -4.889  4.058  -0.925
C  -4.039  -5.319  -4.378
C  3.926  -2.694  1.890
C  1.597  -2.254  2.784
C  -2.629  4.195  3.005
C  0.391  2.001  2.741
C  -3.536  4.379  -1.018
C  -2.185  -5.241  0.777
C  -2.637  6.075  1.516
C  -0.596  4.010  -0.485
C  0.558  3.053  -0.211
C  -3.607  -5.355  -3.061
C  -1.837  -7.044  -0.848
H  -4.803  -2.231  3.395
H  1.898  7.995  1.125
H  -1.612  0.039  5.439
H  -4.110  -1.628  -0.083
H  -4.707  0.699  0.272
H  -2.905  7.996  2.426
H  -0.729  4.068  -1.567
H  -0.410  6.699  4.488
H  -2.303  -7.791  -0.211
H  1.365  3.265  -0.918
H  -5.127  2.465  1.926
H  0.532  1.146  6.030
H  1.341  -2.649  4.595
H  -2.576  6.484  0.514
H  -5.211  -0.454  5.048
H  -4.183  -5.869  -2.302
H  0.560  8.532  3.138
H  -2.544  3.130  3.174
H  -5.211  3.301  -0.217
H  -3.665  -4.583  -6.358
H  -2.100  5.621  -2.034
H  4.201  -3.181  2.814
H  -5.382  1.915  4.324
H  5.059  -1.869  -1.195
H  -6.154  6.144  -3.270
H  -6.876  4.427  -1.638
H  -2.093  -7.264  -1.881
H  -1.583  -3.403  -5.705
H  -1.550  -6.896  1.971
H  -1.208  1.396  1.425
H  -0.067  4.361  3.832
H  -2.892  4.641  5.087
H  -4.956  -5.826  -4.652
H  -2.269  -5.556  2.869
H  -4.165  -2.762  1.143
H  -1.661  -3.283  1.585
H  5.804  -3.019  0.902
H  -3.757  6.723  -3.459
H  -0.783  -3.502  -3.383
H  0.318  2.017  -0.440
H  2.281  5.650  0.487
H  -0.750  -7.078  -0.731
H  -0.367  5.012  -0.120
H  1.800  2.372  4.320
H  -3.087  7.082  4.717
H  -3.299  -6.654  1.934
H  -2.448  0.164  3.113

=====

On energetic grounds, arrangement b is preferred over the next structure by 35.4 kJ/mol.

=====

Arrangement a

C5H9NS2 | ωB97M-V with the def2-TZVPD basis set

The net charge is 0. The calculation puts the HOMO-LUMO gap at 8.19 eV. As for the SMILES: C/C(N)=C/C(=S)CS. The HOMO energy is -8.20 eV.

Cartesian coordinates (Å):
S  -3.367  -0.621  -0.522
S  -0.745  2.324  -0.206
N  1.880  1.049  -0.412
C  -0.012  -0.292  0.038
C  -2.342  0.308  0.733
C  2.261  -1.310  -0.102
C  1.344  -0.133  -0.151
C  -0.986  0.703  0.184
H  -0.394  -1.349  0.218
H  2.859  1.095  -0.505
H  -2.903  1.168  0.997
H  1.192  1.804  -0.453
H  -3.916  0.455  -1.139
H  1.666  -2.218  -0.285
H  3.032  -1.237  -0.860
H  2.719  -1.433  0.860
H  -2.289  -0.314  1.604

=====

Arrangement b

C5H9NS2 | ωB97M-V with the def2-TZVPD basis set

The net charge is 0. The calculation puts the HOMO-LUMO gap at 7.55 eV. As for the SMILES: C=CSC(=S)[C@@H](C)N. The HOMO energy is -8.52 eV.

Cartesian coordinates (Å):
S  -0.775  2.564  -0.374
S  1.337  0.811  0.939
N  -0.975  -1.113  -0.919
C  -1.146  -0.259  0.287
C  3.588  0.017  -0.128
C  -0.305  1.047  0.238
C  -2.667  -0.076  0.601
C  2.375  0.503  -0.464
H  3.835  -0.238  0.904
H  4.345  0.072  -0.947
H  -1.698  -1.785  -0.911
H  -3.293  0.192  -0.293
H  -0.733  -0.857  1.087
H  -2.865  0.697  1.377
H  -0.038  -1.586  -0.852
H  2.111  1.027  -1.458
H  -3.095  -1.014  0.913

=====

On energetic grounds, arrangement a is preferred over the next structure by 191.8 kJ/mol.

=====

Arrangement a

C3H11O2S | ωB97M-V with the def2-TZVPD basis set

The net charge is -1. The calculation puts the HOMO-LUMO gap at 6.28 eV. The HOMO energy is -2.72 eV.

Cartesian coordinates (Å):
S  1.514  1.448  1.450
O  -2.590  0.382  0.081
O  1.588  2.404  -1.503
C  0.430  0.006  1.209
C  0.383  -0.535  -0.242
C  -0.130  -1.936  -0.270
H  2.225  2.206  -0.784
H  0.827  2.007  -1.063
H  -0.411  -2.233  -1.272
H  -0.601  0.195  1.493
H  -0.995  -2.144  0.363
H  0.636  -0.837  1.874
H  1.423  -0.503  -0.663
H  -2.937  1.181  0.496
H  0.693  -2.695  0.016
H  -0.160  0.280  -0.717
H  -1.895  0.772  -0.466

=====

Arrangement b

C3H11O2S | ωB97M-V with the def2-TZVPD basis set

The net charge is -1. The calculation puts the HOMO-LUMO gap at 6.90 eV. The HOMO energy is -3.08 eV.

Cartesian coordinates (Å):
S  -0.770  1.258  0.840
O  0.087  -1.772  0.299
O  -0.568  -4.117  1.923
C  -0.158  2.223  -0.590
C  1.086  1.648  -1.219
C  0.909  0.547  -2.308
H  1.766  2.458  -1.482
H  0.945  -1.897  0.710
H  -0.101  -0.680  0.323
H  -0.907  2.339  -1.348
H  -0.109  -3.531  2.565
H  1.835  0.240  -2.812
H  0.755  -0.369  -1.683
H  1.524  1.093  -0.354
H  -0.670  -3.444  1.219
H  -0.012  0.463  -2.927
H  0.108  3.244  -0.207

=====

On energetic grounds, arrangement b is preferred over the next structure by 5.3 kJ/mol.

=====

Arrangement a

C5H3N | ωB97M-V with the def2-TZVPD basis set

The net charge is 0. The calculation puts the HOMO-LUMO gap at 8.87 eV. The HOMO energy is -9.86 eV.

Cartesian coordinates (Å):
N  -1.634  0.462  -0.173
C  1.194  0.510  -0.028
C  -1.079  -1.823  0.641
C  0.561  -0.676  -0.045
C  -2.184  1.498  -0.385
C  -0.981  -0.684  0.005
H  0.758  1.579  0.199
H  1.020  -1.556  -0.079
H  2.346  0.689  -0.134

=====

Arrangement b

C5H3N | ωB97M-V with the def2-TZVPD basis set

The net charge is 0. The calculation puts the HOMO-LUMO gap (spin up / spin down) at 8.84 / 8.84 eV. The HOMO energy (spin up / spin down) is -9.57 / -9.57 eV.

Cartesian coordinates (Å):
N  -0.861  1.633  0.028
C  -1.158  -0.444  -0.001
C  1.976  0.538  -0.009
C  -1.990  0.578  -0.085
C  3.161  0.437  0.024
C  -0.131  0.603  0.019
H  4.139  0.118  -0.192
H  -3.061  0.656  -0.357
H  -1.250  -1.548  0.136

=====

On energetic grounds, arrangement a is preferred over the next structure by 178.9 kJ/mol.